[1]
C29H66O10Sb | ωB97M-V/def2-TZVPD

XYZ file:
```
106
Properties=species:S:1:pos:R:3:lowdin_charge:R:1
Sb 2.65471 -0.22699 3.86706 0.445
C 2.05919 1.87365 3.49879 -0.466
C 1.43066 2.16484 2.04852 -0.292
C -0.07982 2.76111 2.24200 -0.193
C -0.94830 1.53665 2.84490 -0.171
C -1.11771 0.26746 1.97198 -0.033
C -1.90383 -0.95779 2.50892 -0.069
C -2.49259 -0.83148 3.94908 -0.097
C -2.33596 0.45961 4.82623 -0.079
C -1.52922 1.70455 4.29071 -0.014
H 1.13933 -0.64744 4.63649 -0.138
H 3.24254 0.24054 5.48126 -0.144
H 4.29240 0.10700 3.27932 -0.150
H 2.14159 -0.77831 2.28714 -0.132
H 3.21516 -1.86499 4.22663 -0.172
H 3.02636 2.50719 3.57016 0.039
H 1.37922 2.19004 4.37908 0.043
H 2.01558 2.93974 1.43517 0.089
H 1.42089 1.17191 1.46965 0.045
H -0.51794 3.18120 1.27333 0.090
H -0.09624 3.63246 3.00411 0.087
H -0.60270 0.28714 0.93019 0.089
H -1.99303 -1.88227 1.84981 0.080
H -3.05581 -1.73623 4.37352 0.070
H -2.78461 0.56003 5.86610 0.059
H -1.38153 2.63693 4.93333 0.081
C -0.42652 -0.41199 -4.91499 -0.107
O -1.53230 0.45675 -4.70703 -0.193
C -2.51563 -0.11502 -3.84601 -0.195
C -2.39174 0.42313 -2.42318 -0.197
O -1.16568 0.01958 -1.81944 -0.204
C -0.18361 1.04731 -1.84814 -0.109
H 0.39132 0.17368 -5.34043 0.088
H -0.07821 -0.86701 -3.98512 0.084
H -0.70231 -1.19603 -5.62609 0.080
H -2.45634 -1.20895 -3.85974 0.113
H -3.49404 0.17261 -4.24495 0.121
H -3.20331 0.00256 -1.81786 0.125
H -2.49419 1.51302 -2.40612 0.125
H -0.40783 1.79112 -1.07779 0.078
H -0.12750 1.53489 -2.82489 0.083
H 0.78669 0.59781 -1.62814 0.096
C -1.73385 5.21220 7.24142 -0.108
O -2.54752 4.46387 6.34774 -0.207
C -3.38523 3.52977 7.03015 -0.192
C -4.80737 4.06364 7.17549 -0.193
O -4.85047 5.21122 8.02271 -0.197
C -4.91430 6.42542 7.28716 -0.116
H -1.33675 6.07321 6.69959 0.088
H -2.29561 5.57588 8.10486 0.081
H -0.89598 4.59666 7.58159 0.091
H -2.96114 3.26547 8.00498 0.130
H -3.41333 2.62155 6.42002 0.094
H -5.42473 3.29075 7.64776 0.124
H -5.24349 4.28615 6.19634 0.126
H -5.92983 6.57171 6.90724 0.085
H -4.20532 6.44079 6.45553 0.084
H -4.67239 7.24660 7.96492 0.087
C 4.81367 7.45028 5.05079 -0.115
O 4.57499 7.76908 3.68664 -0.200
C 5.07250 6.76720 2.80031 -0.199
C 3.95605 5.84387 2.32023 -0.199
O 3.41516 5.08012 3.39350 -0.204
C 2.19366 5.61834 3.87974 -0.109
H 4.18313 8.09563 5.66611 0.086
H 4.57149 6.41021 5.27986 0.086
H 5.86140 7.64623 5.29834 0.084
H 5.87983 6.19635 3.27163 0.125
H 5.49234 7.28866 1.93367 0.119
H 4.37555 5.13360 1.59809 0.126
H 3.17003 6.41143 1.81105 0.124
H 1.38238 5.36799 3.19028 0.074
H 2.24416 6.70297 4.00987 0.080
H 1.98300 5.16133 4.84853 0.093
C -1.12066 -4.28252 -3.57621 -0.101
O -1.34727 -3.97351 -4.94640 -0.210
C -0.84983 -4.98509 -5.82001 -0.195
C -1.96905 -5.90395 -6.30174 -0.194
O -2.52552 -6.65678 -5.22551 -0.195
C -3.74717 -6.10511 -4.75236 -0.111
H -1.75138 -3.62812 -2.97099 0.087
H -1.37107 -5.31915 -3.34016 0.084
H -0.07412 -4.09099 -3.32245 0.092
H -0.04975 -5.55736 -5.33776 0.120
H -0.41985 -4.47390 -6.68748 0.124
H -1.54899 -6.62268 -7.01507 0.118
H -2.74644 -5.33440 -6.82134 0.125
H -4.55553 -6.35377 -5.44642 0.085
H -3.68903 -5.02068 -4.62963 0.083
H -3.96901 -6.55290 -3.78174 0.090
C 2.25711 -7.05827 -9.71197 -0.112
O 1.31570 -7.28958 -8.67263 -0.203
C 1.45057 -8.58813 -8.09710 -0.198
C 2.22260 -8.53649 -6.78148 -0.196
O 3.57551 -8.13580 -6.98643 -0.194
C 3.78654 -6.76254 -6.68285 -0.107
H 2.28541 -5.98527 -9.91241 0.090
H 3.26257 -7.38556 -9.43833 0.084
H 1.93771 -7.57546 -10.62166 0.086
H 1.92147 -9.28025 -8.80363 0.124
H 0.43857 -8.95346 -7.89424 0.121
H 2.24613 -9.54374 -6.34983 0.125
H 1.72611 -7.87736 -6.06196 0.119
H 3.83004 -6.62879 -5.59820 0.090
H 3.00441 -6.12347 -7.10062 0.081
H 4.74506 -6.46315 -7.11111 0.089
```

## Properties
- lowest unoccupied orbital energy (eV) = 1.9405
- charge = -1
- multiplicity = 1
- molar mass (u) = 696.597
- Kohn-Sham gap (eV) = 5.109

---

[2]
C29H67BNO20S5 | ωB97M-V/def2-TZVPD

XYZ file:
```
123
Properties=species:S:1:pos:R:3:lowdin_spin:R:1
C -0.44352 4.90382 0.34869 -0.002
C -0.04038 3.55140 0.95479 0.025
C 1.50144 3.53320 1.00614 0.005
C -0.52262 2.45917 -0.02804 0.016
C -1.31947 1.23668 0.53904 0.001
C -0.75491 -0.04356 -0.14242 0.001
C 0.61577 -0.50445 0.38055 0.000
C 1.77913 -0.27230 -0.58536 0.000
C 3.09892 -0.44615 0.14509 0.000
O 4.21198 -0.07550 -0.69782 0.000
C 4.50278 1.24784 -0.63912 0.000
O 4.79665 1.85616 0.37987 0.000
B -2.82070 1.40299 0.03985 0.001
O -3.65177 2.29110 0.65162 0.004
O -3.36409 0.65564 -1.01629 0.000
C -1.33868 1.06689 2.08733 0.017
C -0.65897 2.15928 2.95456 0.025
C -1.48330 2.28516 4.24419 -0.001
C 0.72971 1.69564 3.40828 0.002
N -0.64926 3.48199 2.29908 0.361
O -1.75214 4.12063 2.41491 0.540
H 0.14087 5.06418 -0.55601 0.000
H -1.48123 4.89157 0.03330 0.000
H -0.25750 5.73169 1.02565 0.000
H 1.89837 4.05638 1.87080 0.001
H 1.89004 2.51883 0.96176 0.000
H 1.86909 4.02881 0.11222 0.000
H -1.14805 2.94844 -0.77500 0.001
H 0.34371 2.09255 -0.56819 0.001
H -0.67237 0.14690 -1.21221 0.000
H -1.48183 -0.83684 0.01179 0.000
H 0.56330 -1.58257 0.53774 0.000
H 0.87199 -0.07630 1.34660 0.000
H 1.73629 -0.98982 -1.40206 0.000
H 1.78396 0.73750 -0.99602 0.000
H 3.13356 0.13775 1.06306 0.000
H 3.25849 -1.48816 0.40867 0.000
H 4.47980 1.76507 -1.60819 0.000
H -4.47282 2.31685 0.15479 0.000
H -2.97415 0.91152 -1.85351 0.000
H -0.94223 0.09415 2.36416 0.001
H -2.37945 1.04985 2.40015 0.001
H -2.54762 2.30240 4.04245 0.000
H -1.20686 3.17904 4.79558 0.000
H -1.28440 1.41724 4.86793 0.000
H 0.60352 0.71366 3.85884 0.000
H 1.44463 1.57643 2.60197 0.000
H 1.11920 2.34181 4.19064 0.001
O -1.94678 0.25642 7.05653 0.000
S -3.35251 0.12864 7.30288 0.000
O -4.26469 1.12248 6.82933 0.000
O -3.57385 -0.07745 8.86767 0.000
C -2.96037 0.87651 9.75770 0.000
C -3.74477 2.17061 9.84473 0.000
C -3.89579 -1.45743 6.77735 0.000
H -1.92859 1.05473 9.45103 0.000
H -2.93323 0.38537 10.72859 0.000
H -3.70731 2.71958 8.90476 0.000
H -3.33085 2.80483 10.62909 0.000
H -4.79239 1.96892 10.06688 0.000
H -3.23174 -2.21049 7.18824 0.000
H -3.85379 -1.47311 5.69219 0.000
H -4.91670 -1.60944 7.11699 0.000
O -3.89614 5.16782 -1.70685 0.000
S -4.83536 6.22737 -1.92386 0.000
O -4.49081 7.57729 -1.60920 0.000
O -6.19519 5.84856 -1.19582 0.000
C -6.11402 5.47459 0.20069 0.000
C -5.98825 6.67656 1.11339 0.000
C -5.43137 6.15752 -3.57875 0.000
H -5.28759 4.77703 0.34829 0.000
H -7.03885 4.93873 0.40554 0.000
H -5.02738 7.17236 0.98394 0.000
H -6.07305 6.36216 2.15333 0.000
H -6.76891 7.40572 0.89644 0.000
H -5.74757 5.14110 -3.79493 0.000
H -4.60804 6.44717 -4.22739 0.000
H -6.25754 6.85550 -3.68162 0.000
O 2.06545 -3.07236 -5.35277 0.000
S 3.44503 -3.39725 -5.15036 0.000
O 3.89452 -3.84997 -3.87161 0.000
O 4.32819 -2.14572 -5.60060 0.000
C 3.97949 -0.86077 -5.04377 0.000
C 4.49306 -0.68751 -3.62815 0.000
C 3.99253 -4.50895 -6.39515 0.000
H 2.89854 -0.72068 -5.09597 0.000
H 4.43446 -0.12557 -5.70622 0.000
H 3.98425 -1.35378 -2.93891 0.000
H 4.33014 0.33429 -3.29947 0.000
H 5.55830 -0.91426 -3.57607 0.000
H 3.69788 -4.11831 -7.36551 0.000
H 3.51355 -5.46798 -6.21310 0.000
H 5.07406 -4.60715 -6.32465 0.000
O 7.49372 -4.52987 -7.50451 0.000
S 7.32633 -3.88620 -8.77310 0.000
O 6.39638 -4.40271 -9.72837 0.000
O 8.75104 -3.72911 -9.45784 0.000
C 9.57574 -4.90982 -9.56819 0.000
C 9.15372 -5.80089 -10.71892 0.000
C 7.00127 -2.17563 -8.51917 0.000
H 9.57187 -5.45004 -8.62065 0.000
H 10.58544 -4.53770 -9.72856 0.000
H 8.18043 -6.25323 -10.53331 0.000
H 9.88227 -6.59993 -10.85637 0.000
H 9.07918 -5.22584 -11.64148 0.000
H 7.74540 -1.77662 -7.83586 0.000
H 6.00610 -2.09970 -8.08428 0.000
H 7.03619 -1.66765 -9.47907 0.000
O -3.78461 -6.03364 5.96020 0.000
S -3.09343 -5.23224 4.99825 0.000
O -3.37222 -3.83160 4.90006 0.000
O -3.25118 -5.89656 3.56443 0.000
C -4.58568 -6.22537 3.11943 0.000
C -5.33648 -5.01317 2.60629 0.000
C -1.35755 -5.46487 5.16281 0.000
H -5.12872 -6.72235 3.92430 0.000
H -4.44822 -6.95089 2.32050 0.000
H -5.56122 -4.31589 3.41236 0.000
H -6.27661 -5.32403 2.15073 0.000
H -4.74240 -4.47951 1.86484 0.000
H -1.14870 -6.53052 5.17879 0.000
H -1.05945 -5.00363 6.10166 0.000
H -0.85948 -4.97901 4.32831 0.000
```

## Properties
- lowest unoccupied orbital energy (spin up / spin down) (eV) = 0.3104 / 0.3078
- multiplicity = 2
- molar mass (u) = 920.989
- Kohn-Sham gap (spin up / spin down) (eV) = 8.026 / 9.213